The following is a DFT calculation (wB97M-V/def2-TZVPD) of a molecular structure, C39H27BrMnO3 in a non-equilibrium geometry.

XYZ file:
```
71
Properties=species:S:1:pos:R:3:lowdin_charge:R:1
Mn -0.548 0.429 0.092 0.625
O -0.577 -2.026 0.539 -0.075
C -1.062 -2.328 1.851 -0.290
C -1.513 -1.003 2.574 -0.586
O -1.909 -1.131 3.730 0.021
O -1.477 0.049 1.880 -0.106
C -2.317 -3.214 1.796 -0.113
C -3.000 -3.473 0.618 -0.034
C -4.131 -4.290 0.600 -0.094
C -4.602 -4.848 1.774 -0.117
C -3.931 -4.586 2.963 -0.082
C -2.802 -3.785 2.976 -0.009
C 0.063 -3.073 2.590 -0.123
C 0.457 -2.779 3.888 -0.004
C 1.428 -3.555 4.519 -0.069
C 2.015 -4.624 3.862 -0.111
C 1.646 -4.903 2.553 -0.096
C 0.679 -4.131 1.927 -0.027
H -1.028 -2.586 -0.098 0.051
H -2.696 -3.032 -0.324 0.071
H -4.636 -4.479 -0.339 0.095
H -5.483 -5.478 1.766 0.089
H -4.288 -5.014 3.892 0.096
H -2.285 -3.581 3.903 0.118
H 0.011 -1.940 4.402 0.102
H 1.728 -3.306 5.529 0.100
H 2.758 -5.233 4.363 0.089
H 2.112 -5.722 2.017 0.090
H 0.400 -4.352 0.904 0.113
Br -2.505 -0.287 -1.602 0.863
C -1.689 0.541 -3.123 -0.569
C -2.089 0.129 -4.348 -0.158
C -1.542 0.783 -5.492 -0.112
C -0.690 1.827 -5.331 -0.068
C -0.274 2.249 -4.040 -0.183
C 0.592 3.353 -3.854 -0.078
C 0.985 3.692 -2.593 -0.093
C 0.600 2.915 -1.470 -0.129
C -0.220 1.819 -1.563 -0.184
C -0.712 1.544 -2.877 -0.243
H -2.812 -0.669 -4.452 0.083
H -1.819 0.446 -6.484 0.087
H -0.308 2.357 -6.198 0.100
H 0.927 3.916 -4.719 0.094
H 1.633 4.550 -2.448 0.093
H 1.006 3.173 -0.496 0.082
C 1.353 0.636 0.831 -0.117
C 2.263 0.891 1.619 -0.206
C 3.316 1.191 2.552 -0.224
C 4.554 1.683 2.031 -0.191
C 5.571 2.330 2.798 -0.079
C 6.759 2.768 2.234 -0.157
C 7.028 2.621 0.875 -0.176
C 6.024 2.048 0.087 -0.147
C 4.835 1.607 0.631 -0.056
C 3.028 0.997 3.954 -0.186
C 1.688 0.919 4.413 -0.046
C 1.374 0.686 5.740 -0.131
C 2.369 0.524 6.707 -0.165
C 3.695 0.561 6.280 -0.146
C 4.018 0.777 4.948 -0.075
H 5.397 2.524 3.848 0.079
H 7.493 3.249 2.876 0.078
H 7.964 2.959 0.443 0.062
H 6.179 1.944 -0.984 0.080
H 4.071 1.181 -0.008 0.085
H 0.894 1.027 3.685 0.093
H 0.328 0.613 6.023 0.089
H 2.119 0.349 7.747 0.066
H 4.497 0.392 6.995 0.078
H 5.059 0.731 4.654 0.084
```

The net charge is -2. The calculation puts the HOMO energy (spin up / spin down) at 0.56 / 0.46 eV. The spin multiplicity is 6. For the orbital gap (spin up / spin down), the calculation gives 3.38 / 3.46 eV. The calculation puts the relative energy (zero: lowest compared OMol25 entry of this formula, charge and spin) at 359.8 kJ/mol. The calculation puts the energy at -148385.915 eV. Its molecular weight is 678.484 g/mol.



The following is a DFT calculation (wB97M-V/def2-TZVPD) of a molecular structure, C39H27F12N5O8SSn in a non-equilibrium geometry.

XYZ file:
```
93
Properties=species:S:1:pos:R:3:lowdin_charge:R:1
Sn -0.503 -0.519 1.003 1.535
C 5.392 -2.683 -3.508 -0.073
C 4.075 -2.327 -2.875 -0.288
C 2.866 -2.814 -3.364 -0.050
C 1.690 -2.456 -2.769 -0.027
C 1.580 -1.522 -1.701 -0.245
N 0.341 -1.209 -1.258 -0.019
C -0.687 -1.329 -2.175 -0.268
C -0.496 -0.719 -3.436 -0.066
C -1.442 -0.722 -4.432 -0.060
C -2.661 -1.356 -4.232 -0.285
C -3.720 -1.363 -5.299 -0.070
C -2.879 -1.951 -3.000 0.015
C -1.936 -1.966 -1.978 -0.039
C -2.294 -2.615 -0.648 -0.397
O -2.236 -1.775 0.397 -0.275
C -3.755 -3.148 -0.574 -0.547
F -4.000 -3.719 0.612 0.151
F -4.655 -2.162 -0.695 0.142
F -4.149 -4.089 -1.479 0.098
C -1.424 -3.883 -0.439 -0.535
F -1.804 -4.899 -1.272 0.115
F -1.527 -4.397 0.790 0.157
F -0.132 -3.730 -0.679 0.170
C 2.830 -1.028 -1.216 -0.044
C 4.020 -1.491 -1.775 0.007
C 2.932 0.071 -0.153 -0.193
O 2.253 -0.372 0.981 -0.089
C 2.345 1.403 -0.723 -0.529
F 1.749 2.142 0.200 0.188
F 3.318 2.189 -1.252 0.136
F 1.505 1.231 -1.735 0.159
C 4.383 0.452 0.275 -0.552
F 5.218 0.773 -0.734 0.123
F 4.989 -0.513 0.963 0.181
F 4.410 1.553 1.042 0.153
H 5.240 -3.058 -4.520 0.063
H 5.914 -3.452 -2.936 0.070
H 6.044 -1.811 -3.564 0.068
H 2.856 -3.498 -4.203 0.103
H 0.775 -2.898 -3.130 0.114
H 0.451 -0.230 -3.611 0.118
H -1.248 -0.213 -5.369 0.104
H -3.267 -1.261 -6.284 0.064
H -4.408 -0.528 -5.157 0.073
H -4.303 -2.283 -5.272 0.069
H -3.834 -2.431 -2.861 0.105
H 4.971 -1.192 -1.368 0.108
O 0.323 2.737 4.307 -0.323
S -0.378 1.742 3.520 0.585
O 0.245 0.420 3.504 -0.418
N -0.696 2.091 2.015 -0.198
C -0.794 3.316 1.488 -0.286
C -0.771 4.522 2.184 -0.037
C -0.799 5.742 1.518 -0.110
C -0.822 5.813 0.146 -0.090
C -0.869 4.625 -0.603 -0.175
C -0.841 4.608 -2.012 -0.036
C -0.924 3.413 -2.670 -0.060
C -1.080 2.238 -1.917 -0.141
N -1.069 2.212 -0.610 0.112
C -0.930 3.367 0.058 -0.176
C -2.010 1.522 4.260 -0.239
C -2.306 2.077 5.492 -0.068
C -3.583 1.939 6.016 -0.103
C -4.549 1.254 5.297 -0.109
C -4.247 0.715 4.055 -0.070
C -2.973 0.851 3.531 -0.055
H -0.695 4.492 3.259 0.086
H -0.772 6.654 2.101 0.091
H -0.805 6.767 -0.365 0.089
H -0.741 5.544 -2.548 0.103
H -0.854 3.352 -3.747 0.094
H -1.184 1.282 -2.412 0.083
H -1.529 2.603 6.029 0.103
H -3.827 2.364 6.982 0.091
H -5.542 1.134 5.712 0.090
H -5.002 0.185 3.494 0.104
H -2.714 0.423 2.571 0.081
O 2.341 -3.288 1.065 0.051
C 1.458 -3.312 1.897 -0.523
C 1.371 -4.390 3.002 -0.095
C 0.205 -3.938 3.857 -0.092
C -0.336 -2.713 3.101 -0.554
O -1.319 -2.077 3.432 0.013
N 0.431 -2.449 2.026 0.023
H 2.317 -4.433 3.541 0.105
H 1.207 -5.357 2.525 0.109
H 0.512 -3.631 4.857 0.110
H -0.581 -4.688 3.946 0.108
O 2.789 0.188 4.255 0.066
N 2.259 -0.324 3.328 -0.019
O 2.607 0.364 2.149 -0.056
```

The net charge is -2. The calculation puts the HOMO energy at -1.94 eV. The spin multiplicity is 1. For the orbital gap, the calculation gives 6.31 eV. The calculation puts the energy at -113987.529 eV. Its molecular weight is 1072.426 g/mol.



The following is a DFT calculation (wB97M-V/def2-TZVPD) of a molecular structure, C39H29BrF5N4STeW in a non-equilibrium geometry.

XYZ file:
```
81
Properties=species:S:1:pos:R:3:lowdin_charge:R:1
W -0.299 0.429 -0.437 1.211
N -1.325 2.169 0.553 -0.073
C -1.210 2.257 1.991 -0.261
C -2.347 2.222 2.778 -0.028
C -2.233 2.307 4.157 -0.061
C -0.975 2.440 4.725 -0.060
C 0.154 2.472 3.921 -0.026
C 0.069 2.373 2.531 -0.157
C 1.297 2.282 1.694 -0.191
C 2.435 2.961 2.143 -0.035
C 3.664 2.793 1.532 -0.065
C 3.772 1.919 0.461 -0.079
C 2.644 1.270 -0.011 -0.165
C 1.373 1.454 0.554 -0.277
H -2.310 2.213 0.294 0.100
H -0.876 2.990 0.129 -0.021
H -3.325 2.147 2.314 0.117
H -3.118 2.280 4.777 0.112
H -0.871 2.508 5.799 0.113
H 1.130 2.533 4.383 0.117
H 2.352 3.636 2.985 0.113
H 4.529 3.332 1.895 0.110
H 4.725 1.760 -0.026 0.113
H 2.759 0.618 -0.871 0.073
F -2.212 -5.405 -4.482 0.150
C -1.585 -4.347 -3.986 -0.133
C -1.628 -4.079 -2.632 -0.141
F -2.300 -4.885 -1.808 0.127
C -0.968 -2.975 -2.122 -0.215
F -1.041 -2.798 -0.791 0.061
C -0.257 -2.090 -2.921 -0.444
S 0.584 -0.608 -2.440 0.673
C -0.234 -2.393 -4.287 -0.243
F 0.419 -1.594 -5.130 0.091
C -0.876 -3.495 -4.818 -0.138
F -0.827 -3.736 -6.123 0.144
Br -0.754 -4.014 5.736 0.782
C -1.062 -2.936 4.220 -0.702
C -0.485 -1.677 4.147 -0.110
C -0.683 -0.895 3.022 -0.018
C -1.478 -1.362 1.987 -0.263
C -2.046 -2.630 2.060 -0.021
C -1.839 -3.419 3.180 -0.106
N -1.731 -0.568 0.806 -0.068
C -2.990 -0.469 0.489 -0.094
C -3.316 0.017 -0.821 -0.267
C -4.617 0.065 -1.310 0.004
C -4.810 0.370 -2.643 -0.029
C -3.698 0.602 -3.442 -0.016
C -2.434 0.570 -2.885 -0.198
N -2.230 0.305 -1.581 -0.089
H 0.119 -1.306 4.964 0.113
H -0.225 0.079 2.965 0.092
H -2.622 -3.017 1.230 0.120
H -2.272 -4.408 3.237 0.112
H -3.760 -0.849 1.150 0.146
H -5.445 -0.162 -0.654 0.126
H -5.807 0.406 -3.061 0.121
H -3.798 0.808 -4.498 0.122
H -1.547 0.760 -3.471 0.021
C 2.027 -3.768 2.372 -0.065
C 2.530 -3.004 1.144 -0.163
C 1.613 -1.951 0.733 -0.079
N 0.909 -1.112 0.403 0.022
H 2.740 -4.551 2.621 0.088
H 1.060 -4.229 2.176 0.081
H 1.928 -3.106 3.229 0.076
H 2.652 -3.667 0.284 0.133
H 3.497 -2.532 1.330 0.132
Te -0.007 2.715 -2.180 1.091
C 2.035 2.886 -2.667 -0.623
C 2.623 2.072 -3.630 -0.164
C 3.964 2.234 -3.949 -0.077
C 4.715 3.224 -3.332 -0.080
C 4.122 4.056 -2.392 -0.085
C 2.788 3.883 -2.054 -0.167
H 2.038 1.315 -4.136 0.071
H 4.417 1.593 -4.695 0.107
H 5.757 3.356 -3.592 0.106
H 4.699 4.839 -1.917 0.108
H 2.333 4.519 -1.304 0.095
```

The net charge is +1. The calculation puts the HOMO energy (spin up / spin down) at -9.83 / -9.83 eV. The spin multiplicity is 1. For the orbital gap (spin up / spin down), the calculation gives 5.42 / 5.43 eV. The calculation puts the relative energy (zero: lowest compared OMol25 entry of this formula, charge and spin) at 70.9 kJ/mol. The calculation puts the energy at -150451.911 eV. Its molecular weight is 1072.090 g/mol.